1.
Density functional theory data (ωB97M-V/def2-TZVPD) for a structure of composition CuF4FePb.

XYZ file:
```
7
Properties=species:S:1:pos:R:3
Cu -0.3466 1.4934 2.2941
Pb -1.6100 -2.4138 0.4416
Fe -0.0882 1.4730 -1.1500
F -0.6858 0.1857 0.1457
F 0.8678 -2.0046 1.2882
F 0.0454 -0.0327 -2.4496
F 1.8174 1.2990 -0.5700
```

Properties
Net charge: +2
Expectation value of S²: 8.7638
E_LUMO (alpha / beta) (eV): -10.69 / -11.22
E_tot (a.u.): -3495.6515
Orbital gap (alpha / beta) (eV): 7.529 / 6.987
Energy relative to the best compared isomer or geometry (same formula, charge and spin) (kJ/mol): 0.00
E_HOMO (alpha / beta) (eV): -18.22 / -18.21
Max |F| (hartree/bohr): 0.14055
2S+1: 6
M (g mol⁻¹): 402.6

---

2.
Density functional theory data (ωB97M-V/def2-TZVPD) for a structure of composition CuH12O6.

XYZ file:
```
19
Properties=species:S:1:pos:R:3
Cu 0.0610 0.0136 -0.0163
O -1.6247 1.2454 -0.6425
H -2.3827 0.8317 -1.1033
H -1.8068 2.1654 -0.4612
O -0.4040 0.8067 1.9214
H -0.2658 1.7092 2.1660
H -1.0311 0.3805 2.5242
O -1.1698 -1.6611 0.6025
H -1.0450 -2.3003 1.2300
H -2.0965 -1.4530 0.6851
O 0.3538 -1.1861 -1.8318
H 1.0831 -1.7922 -1.9247
H 0.1728 -0.9890 -2.7377
O 1.2510 1.3907 -0.9678
H 0.9809 2.1869 -1.5183
H 2.0258 1.0614 -1.3914
O 1.8409 -0.7182 0.7755
H 2.1440 -0.1006 1.4661
H 1.9128 -1.5908 1.2242
```

Properties
Net charge: +2
Expectation value of S²: 0.7511
E_LUMO (alpha / beta) (eV): -7.22 / -10.35
E_tot (a.u.): -2098.5088
Orbital gap (alpha / beta) (eV): 12.842 / 9.544
Energy relative to the best compared isomer or geometry (same formula, charge and spin) (kJ/mol): 21.19
E_HOMO (alpha / beta) (eV): -20.07 / -19.90
Max |F| (hartree/bohr): 0.07816
2S+1: 2
M (g mol⁻¹): 171.6

---

3.
Density functional theory data (ωB97M-V/def2-TZVPD) for a structure of composition CuH14O7.

XYZ file:
```
22
Properties=species:S:1:pos:R:3
Cu -0.0268 0.1583 0.7220
O 3.7924 0.6702 2.2500
H 4.1405 0.9924 3.0814
H 4.4801 0.0998 1.9067
O -2.1568 -0.4221 3.7049
H -2.7545 0.0851 4.2541
H -2.5734 -1.2802 3.6258
O 1.9028 -3.3348 0.4869
H 1.9252 -3.9253 -0.2662
H 2.7602 -3.4393 0.8994
O 2.5832 0.5696 -2.1564
H 3.3191 0.2711 -1.6221
H 2.8180 1.4619 -2.4113
O -1.1868 -0.5197 -4.4118
H -0.4055 -0.1629 -3.9893
H -1.7401 -0.8103 -3.6869
O -3.8354 -0.9723 -1.1915
H -4.1484 -0.0865 -1.0077
H -4.5837 -1.5364 -0.9967
O -1.2244 3.7518 0.3803
H -0.9280 4.6540 0.2603
H -2.1576 3.7755 0.1683
```

Properties
Net charge: +1
E_LUMO (eV): -6.19
E_tot (a.u.): -2175.2195
Orbital gap (eV): 7.387
Energy relative to the best compared isomer or geometry (same formula, charge and spin) (kJ/mol): 335.00
E_HOMO (eV): -13.57
Max |F| (hartree/bohr): 0.01102
M (g mol⁻¹): 189.7

---

4.
Density functional theory data (ωB97M-V/def2-TZVPD) for a structure of composition CuH14O7.

XYZ file:
```
22
Properties=species:S:1:pos:R:3
Cu 0.0189 -0.4612 0.1401
O 0.2516 2.9628 -1.2007
H 1.1738 2.7096 -1.2412
H -0.1935 2.1922 -0.8482
O 0.8085 -0.9608 2.3186
H 1.2622 -1.8035 2.3022
H 1.4542 -0.3473 2.6692
O 1.8848 0.9103 0.0876
H 2.5178 0.8031 -0.6223
H 2.4158 1.1403 0.8500
O 1.0180 -2.3587 -1.2778
H 0.6261 -2.8109 -2.0249
H 1.4987 -1.6272 -1.6652
O -1.1476 0.2394 -1.7655
H -0.8165 -0.1219 -2.5877
H -2.0001 -0.1791 -1.6456
O -1.7885 -1.6347 0.9656
H -2.1978 -2.1430 1.6659
H -2.4769 -1.5342 0.3082
O -1.2640 1.4720 0.9048
H -2.1932 1.4871 1.1343
H -0.8521 2.0657 1.5325
```

Properties
Net charge: +1
E_LUMO (eV): -3.59
E_tot (a.u.): -2175.3262
Orbital gap (eV): 8.767
Energy relative to the best compared isomer or geometry (same formula, charge and spin) (kJ/mol): 54.98
E_HOMO (eV): -12.35
Max |F| (hartree/bohr): 0.01347
M (g mol⁻¹): 189.7

---

5.
Density functional theory data (ωB97M-V/def2-TZVPD) for a structure of composition CuIZn2.

XYZ file:
```
4
Properties=species:S:1:pos:R:3
Cu 1.1533 -1.5367 2.1062
Zn -2.8881 -0.3191 -0.3591
Zn 1.5460 2.0675 -1.4860
I 0.1888 -0.2118 -0.2611
```

Properties
Net charge: +5
Expectation value of S²: 0.7659
E_LUMO (alpha / beta) (eV): -25.48 / -27.07
E_tot (a.u.): -5493.7193
Orbital gap (alpha / beta) (eV): 7.978 / 5.671
Energy relative to the best compared isomer or geometry (same formula, charge and spin) (kJ/mol): 380.37
E_HOMO (alpha / beta) (eV): -33.46 / -32.74
Max |F| (hartree/bohr): 0.02272
2S+1: 2
M (g mol⁻¹): 321.2

---

6.
Density functional theory data (ωB97M-V/def2-TZVPD) for a structure of composition F10H8N5Na4O24S10.

XYZ file:
```
61
Properties=species:S:1:pos:R:3
Na -1.1019 1.8965 21.9916
Na 5.3326 4.3246 21.3272
Na 0.1950 2.5133 24.5730
Na 3.3708 -1.4172 19.4361
N 5.2027 -3.6608 24.5530
S 3.8103 -3.6809 25.5763
O 2.5721 -3.3634 24.9185
O 3.9669 -3.4150 26.9926
F 3.6748 -5.2617 25.7190
S 5.2674 -2.1117 24.3816
O 5.3330 -1.2199 25.5336
O 4.5855 -1.5752 23.2235
F 6.8243 -2.1321 23.9595
N 1.1539 1.4374 22.5026
S 2.2444 1.9639 21.3556
O 2.3411 1.1261 20.1906
O 3.3588 2.6910 21.8677
F 1.2947 3.1551 20.8792
S 1.9699 0.1609 22.9183
O 3.1162 0.4515 23.7358
O 2.1112 -0.8795 21.9198
F 0.8688 -0.4025 23.8968
N 0.2288 -4.9623 21.7880
S 0.9106 -3.6207 22.1453
O 2.3564 -3.6077 22.1292
O 0.1181 -2.7199 22.9840
F 0.6627 -2.8743 20.7256
S 0.5320 -5.7716 23.1899
O -0.3049 -5.4577 24.3110
O 1.8857 -6.2122 23.3855
F -0.1102 -7.1753 22.6498
N 1.8806 -0.0136 28.5514
S 1.3091 -0.2408 27.1431
O 1.2352 0.9154 26.2906
O 0.3357 -1.2861 27.0104
F 2.6053 -0.9133 26.4942
S 0.4607 0.6485 29.1403
O -0.5662 -0.2949 29.4644
O 0.1218 2.0450 28.8522
F 1.1117 0.8600 30.6071
N -0.5379 4.7478 24.0698
S -0.1332 5.9096 25.1237
O -1.2383 6.7383 25.5549
O 1.1621 6.5150 24.9993
F 0.1020 4.8300 26.2876
S -0.0372 5.6704 22.7083
O 1.3576 5.6113 22.3388
O -0.7725 6.8943 22.5691
F -0.6856 4.6118 21.6562
O 4.3001 -2.5338 21.4101
H 4.1199 -2.1149 22.2747
H 4.0694 -3.4599 21.5433
O 0.6364 3.8148 18.0923
H 0.9626 2.9667 17.7786
H -0.3147 3.7754 17.9541
O 2.1703 5.9417 19.2477
H 1.5942 6.6773 19.4730
H 1.5892 5.2989 18.8184
O 5.9681 1.1582 23.3221
H 6.1927 0.8587 22.4375
H 5.1007 0.7634 23.4998
```

Properties
Net charge: -1
E_LUMO (eV): -1.17
E_tot (a.u.): -7714.0513
Orbital gap (eV): 5.443
E_HOMO (eV): -6.61
Max |F| (hartree/bohr): 0.15629
M (g mol⁻¹): 1064.7